1.
The following is a quantum chemistry calculation of a structure of composition C38H34Cl3F3N6O4PbSSi, from the Open Molecules 2025 dataset.

Last column: Löwdin charge in e.
Geometry (Å):
Pb -0.642913 0.518116 0.837674  1.32
Cl -4.076195 3.184750 5.136473  0.58
Cl -2.780876 5.103568 3.387974  0.56
Cl -1.433967 4.188601 5.783813  0.60
S -0.855028 0.067411 5.921500  0.50
Si -2.487315 3.829079 -3.011258  0.37
F -0.075289 -3.064602 5.741080  0.11
F 1.988791 -3.449620 6.206212  0.07
F 0.838513 -2.153638 7.476808  0.10
O -3.284094 0.405191 0.918635  -0.14
O -0.130032 -2.225359 1.621570  0.09
O 0.484536 -4.985649 -5.099679  0.06
O 2.147089 -3.852712 -6.013072  0.05
N -0.439889 -2.517240 -0.698178  0.00
N -1.397139 1.588109 3.583093  0.12
N 1.196156 0.910223 4.478059  0.03
N 1.292449 -0.249731 -0.746830  -0.02
N -1.498833 -1.563706 -0.483240  0.02
N 1.251901 2.196222 0.857806  -0.06
C 1.286081 -1.072018 -1.770722  -0.26
C -2.633517 -1.781898 -1.136130  -0.32
C -3.747356 -0.960858 -0.991905  -0.05
C -1.389357 1.895325 -0.961898  -0.22
C 2.643591 -2.787808 1.466186  0.01
C 4.250762 -4.356632 0.617880  -0.08
C 3.153968 -0.350485 3.902615  -0.11
C -4.067491 4.640377 -2.393167  -0.20
C -2.514508 3.712209 4.475989  -1.60
C -3.996739 0.068042 -0.033577  -0.50
C 3.406526 2.791480 -0.050799  -0.07
C 2.314332 1.849224 0.057134  -0.32
C -2.886091 2.964844 -4.631175  -0.20
C 1.272244 -2.983059 -3.988440  -0.17
C 2.094456 -1.824554 -3.987350  -0.03
C 3.351862 3.988511 0.584743  -0.13
C -5.310560 0.816712 -0.193662  -0.03
C 2.342487 0.674535 -0.663371  -0.17
C 2.031537 -4.317271 -0.303002  -0.03
C 2.696945 -1.400505 4.685243  -0.07
C 1.364483 -3.920305 -5.090569  -0.51
C -1.915466 2.603431 3.741173  -0.41
C -1.837325 2.667418 -1.798525  -0.25
C -2.789546 -2.939591 -2.099063  -0.03
C 2.352526 0.784083 3.853016  -0.17
C 1.709261 -3.265770 0.549551  -0.13
C 1.485217 -1.300888 5.342293  -0.16
C 0.381518 -2.611046 0.628335  -0.32
C 2.234862 4.320320 1.392064  -0.13
C 3.307143 -4.857840 -0.268651  -0.08
C 1.040296 -2.460869 6.182831  -0.61
C 0.691369 -0.116350 5.217544  -0.76
C 0.433467 -3.123407 -2.874243  -0.04
C 1.241198 3.374561 1.479511  -0.20
C -1.242871 5.190905 -3.360471  -0.20
C 3.916254 -3.330760 1.491970  -0.06
C 2.108211 -0.932044 -2.965449  -0.01
C 0.430998 -2.227381 -1.843280  -0.16
H 5.249708 -4.774869 0.632012  0.10
H 3.246232 0.474523 -1.225859  0.08
H -2.573976 -3.903020 -1.622526  0.08
H -3.272980 3.667642 -5.374518  0.02
H 4.087386 -0.403265 3.357804  0.09
H 2.159918 5.260126 1.919689  0.07
H 2.667642 1.649480 3.273676  0.09
H -4.422193 5.404275 -3.090921  0.02
H -6.040495 0.282775 -0.802159  0.06
H -2.128843 -2.822428 -2.957479  0.07
H -1.613970 5.899509 -4.106305  0.02
H 4.164196 4.698769 0.463968  0.09
H 3.560571 -5.670184 -0.937105  0.10
H -1.017581 5.739337 -2.443463  0.03
H -5.721667 1.025428 0.793252  0.08
H -3.899649 5.110731 -1.422171  0.02
H -3.815925 -2.985044 -2.451576  0.07
H 3.286872 -2.302630 4.785934  0.11
H -4.556595 -1.157345 -1.682209  0.08
H 4.248819 2.534705 -0.683275  0.09
H 0.368705 3.557252 2.102420  0.09
H -0.809285 -3.461072 -0.853639  0.15
H 1.294136 -4.753931 -0.960939  0.10
H 4.645492 -2.946515 2.193073  0.10
H -4.860127 3.899702 -2.265089  0.01
H -0.304666 4.765199 -3.721503  0.03
H -0.111402 -4.910351 -4.348411  0.06
H -1.995072 2.484392 -5.039947  0.03
H -5.081977 1.772433 -0.672489  0.07
H 2.723415 -0.049685 -3.047089  0.09
H 2.717106 -1.658860 -4.857995  0.11
H 2.365901 -1.982967 2.134987  0.10
H -3.634143 2.185091 -4.471747  0.02
H -0.234184 -3.978866 -2.779468  0.10

Cartesian forces, eV/Å:
Pb 0.075 0.478 0.060
Cl -0.020 0.005 0.014
Cl -0.001 -0.012 -0.008
Cl 0.060 0.027 0.087
S 0.167 -0.174 0.421
Si 0.009 0.072 -0.071
F -0.054 -0.023 -0.015
F 0.043 -0.047 -0.012
F -0.003 0.026 0.081
O 0.090 -0.217 -0.167
O -0.126 -0.157 0.092
O 0.022 -0.002 0.036
O -0.004 0.013 0.018
N 0.125 0.163 -0.135
N -0.125 0.089 -0.836
N 0.037 0.028 0.068
N 0.123 -0.222 0.286
N -0.065 -0.035 -0.003
N -0.026 -0.108 -0.172
C -0.075 0.121 -0.335
C 0.104 -0.019 0.070
C -0.075 -0.002 -0.032
C 0.068 -0.158 0.065
C 0.036 0.032 -0.109
C 0.018 -0.018 -0.018
C 0.001 0.019 0.046
C -0.026 -0.017 0.050
C -0.021 0.054 -0.327
C -0.111 0.027 0.064
C -0.007 -0.104 0.028
C 0.035 0.176 0.013
C -0.004 -0.052 -0.006
C 0.020 0.001 0.010
C 0.039 -0.050 -0.033
C 0.003 0.055 0.050
C 0.017 0.027 -0.023
C -0.091 -0.113 -0.081
C -0.020 -0.086 0.103
C 0.018 0.039 0.053
C -0.030 -0.009 -0.057
C -0.085 0.033 0.764
C -0.063 0.004 -0.005
C 0.004 0.020 -0.032
C 0.028 0.019 0.002
C -0.067 0.139 0.025
C 0.030 -0.054 0.014
C 0.156 -0.179 0.018
C 0.033 -0.017 -0.002
C -0.001 0.003 0.039
C 0.004 0.047 -0.081
C -0.105 0.082 -0.065
C -0.019 -0.024 0.047
C -0.032 -0.020 0.064
C 0.038 0.007 0.024
C -0.039 0.004 -0.023
C 0.045 -0.005 0.137
C -0.141 0.043 -0.112
H 0.003 0.001 -0.004
H -0.007 -0.005 -0.013
H 0.006 -0.002 -0.005
H 0.000 0.005 -0.001
H 0.012 0.026 0.004
H -0.001 -0.001 0.011
H 0.002 -0.027 -0.023
H 0.000 -0.001 -0.007
H 0.000 0.003 -0.010
H 0.002 -0.001 -0.005
H -0.009 -0.003 -0.004
H 0.015 -0.016 0.020
H 0.008 -0.007 0.003
H 0.000 0.006 0.003
H 0.000 0.007 0.000
H 0.009 0.012 -0.001
H -0.007 -0.012 0.017
H -0.014 -0.019 -0.011
H -0.012 -0.017 0.023
H 0.003 -0.008 0.008
H -0.008 0.018 -0.015
H -0.085 0.020 0.085
H 0.017 0.096 -0.100
H 0.007 0.010 0.008
H -0.001 -0.008 -0.008
H 0.000 -0.007 -0.010
H -0.019 0.016 -0.027
H 0.012 0.009 -0.001
H 0.005 0.003 0.001
H -0.003 0.004 -0.015
H 0.001 0.013 0.004
H 0.018 -0.017 -0.055
H -0.006 -0.001 0.004
H 0.040 -0.027 0.036

The HOMO-LUMO gap is 4.29 eV. The net charge is -2. The value obtained for the total energy is -126767.1261 eV.

2.
The following is a quantum chemistry calculation of a structure of composition C38H34N8O5PSSe5TeTl, from the Open Molecules 2025 dataset.

Last column: Löwdin charge in e.
Geometry (Å):
Tl 2.282696 -1.345401 1.717958  0.57
Te 4.649393 -3.913046 0.216795  0.10
Se 1.311551 -2.082096 5.757006  1.16
Se -2.495839 0.323633 4.627761  0.99
Se 3.391930 -4.227399 -1.884296  -0.33
Se 3.175797 -4.244961 2.278293  -0.43
Se 4.757726 -3.507442 3.710305  -0.32
S 0.923516 -1.104416 -6.515887  0.64
P -0.976110 1.281188 0.287396  1.17
O 2.204075 -0.476804 -6.302046  -0.32
O -1.653415 -3.688918 -3.970857  0.03
O 0.874348 -2.273293 -7.355219  -0.31
O -2.402822 -4.239821 -2.030171  0.07
O 1.050818 0.717938 2.768629  -0.13
N -0.080591 -2.150928 2.588579  0.04
N 0.570691 -2.437696 -2.739920  0.03
N -0.937140 -0.112309 3.586395  -0.16
N -3.057174 -1.389365 4.541066  -0.36
N -1.574888 -3.696595 -2.740284  -0.34
N 2.315967 -1.275544 4.564609  -0.28
N 1.716551 -0.972235 7.069076  -0.24
N 0.668638 -1.942975 -0.583638  0.08
C -1.564271 4.333016 3.731111  -0.08
C -1.354975 -4.157542 2.904746  -0.08
C -4.389576 0.403273 -1.830188  -0.10
C -0.214920 3.890230 -2.874844  -0.10
C -0.944697 -1.520410 3.375973  -0.34
C 3.770531 0.668255 4.534707  -0.02
C 3.943319 1.876503 6.634118  -0.10
C -1.212224 2.537321 1.625737  -0.29
C 2.549877 -0.069517 6.562074  -0.40
C -4.977617 0.542958 0.491501  -0.08
C -2.260364 -3.514727 3.724569  -0.04
C 1.832469 3.356600 -1.741706  -0.08
C -3.088983 0.772760 -1.520744  -0.12
C 1.254656 -1.800404 -1.766374  -0.41
C -5.335663 0.281508 -0.823549  -0.10
C -0.962739 3.108097 3.970451  -0.07
C 0.956024 -2.476232 -4.136478  -0.15
C 2.886783 -0.238910 5.166407  -0.39
C 0.165698 -1.427766 -4.923865  -0.21
C 1.129803 2.550953 -0.861765  -0.09
C 3.108485 1.015451 7.283742  -0.04
C -0.298898 -3.454624 2.350270  -0.24
C 2.515880 -1.066239 -2.011093  -0.08
C -0.519784 -3.031772 -2.114018  -0.15
C -0.178922 0.140861 -7.235211  -0.30
C -0.785401 2.209409 2.926406  -0.20
C -2.004255 4.654265 2.458247  -0.09
C 0.304702 0.435881 -8.645694  -0.13
C -2.724062 1.063372 -0.205095  -0.36
C -0.923187 3.097694 -1.980201  -0.11
C -0.256321 2.411189 -0.969775  -0.36
C -0.126816 0.854311 3.103602  -0.53
C -2.122137 -2.127739 3.940018  -0.45
C -0.423417 -2.707110 -0.779546  -0.02
C 1.160941 4.021375 -2.760034  -0.10
C -1.827678 3.766392 1.410157  -0.07
C -3.683898 0.930368 0.800424  -0.09
C 4.276279 1.702873 5.264061  -0.09
H 1.644024 2.013578 -0.069877  0.10
H 0.386092 -3.935611 1.668205  0.05
H -3.411351 1.110379 1.835091  0.07
H -0.120917 1.014810 -6.586877  0.10
H 0.763935 -3.467535 -4.535760  0.13
H -1.101859 -2.969422 0.014713  0.11
H 0.160863 -0.465906 -4.405583  0.11
H -1.455394 -5.211577 2.680414  0.10
H 3.315233 -1.799631 -2.179373  -0.03
H -5.704757 0.429919 1.285897  0.10
H 2.906806 3.452333 -1.646810  0.10
H -0.846647 -1.781124 -5.106468  0.09
H 1.340432 0.773882 -8.614301  0.08
H 4.023603 0.516608 3.494664  0.09
H -0.742554 4.410908 -3.666208  0.09
H -1.702870 5.033981 4.544892  0.10
H 2.438595 -0.402895 -2.876026  0.08
H 2.874237 1.127586 8.334438  0.10
H -3.095800 -4.028667 4.181038  0.10
H -1.184632 -0.278858 -7.222094  0.10
H -2.000236 3.020547 -2.065247  0.09
H -0.623254 2.847089 4.965890  0.11
H -6.342163 -0.038476 -1.061677  0.09
H 2.025507 -2.281413 -4.200719  0.11
H 2.763055 -0.484004 -1.128087  0.04
H -2.183385 4.023341 0.419289  0.10
H -2.504008 5.599765 2.281989  0.10
H 0.263079 -0.472670 -9.245512  0.07
H 1.707050 4.647793 -3.454332  0.09
H -4.658156 0.179035 -2.856147  0.10
H -0.309507 1.200105 -9.120092  0.07
H 4.373284 2.712971 7.172751  0.09
H -2.340311 0.821271 -2.303974  0.09
H 4.951627 2.408405 4.796248  0.10

Cartesian forces, eV/Å:
Tl 0.730 -0.273 -0.263
Te 0.545 0.256 -0.085
Se 0.132 -0.007 -0.044
Se 0.151 0.059 -0.101
Se -0.138 -0.797 -0.283
Se -1.024 -0.479 -0.493
Se 0.841 0.371 0.730
S -0.197 0.402 0.076
P -0.137 0.235 0.104
O 0.006 0.107 0.097
O 0.222 0.078 -0.109
O -0.220 -0.198 0.024
O -0.057 -0.058 0.152
O -0.577 0.240 0.103
N -0.722 0.476 0.609
N -0.385 0.106 -0.135
N -0.148 0.368 -0.148
N -0.207 -0.156 0.194
N -0.386 -0.219 -0.247
N -0.030 0.264 0.158
N 0.052 0.118 0.114
N -0.105 0.003 -0.035
C 0.003 -0.047 0.145
C 0.053 0.083 0.076
C 0.001 -0.075 -0.042
C -0.030 0.052 -0.048
C 0.106 -0.531 -0.349
C 0.338 0.483 -0.048
C -0.245 -0.128 0.482
C 0.110 -0.182 0.470
C -0.160 -0.405 -0.253
C -0.044 -0.004 0.001
C 0.162 0.087 0.018
C 0.031 0.023 -0.034
C 0.082 0.000 0.038
C 0.090 -0.101 0.008
C -0.027 0.021 -0.011
C 0.187 -0.028 0.004
C 0.019 0.005 -0.126
C -0.405 -0.468 0.235
C 0.220 -0.032 -0.343
C -0.043 -0.070 0.005
C 0.317 0.419 0.102
C 0.131 -0.146 -0.180
C -0.021 0.384 -0.065
C 0.483 0.350 0.495
C 0.283 -0.325 0.137
C -0.073 -0.086 -0.410
C -0.140 0.167 -0.127
C 0.087 -0.117 0.015
C -0.014 -0.158 -0.087
C -0.012 0.008 0.065
C 0.083 -0.120 -0.067
C 0.269 -0.012 0.064
C -0.080 0.183 -0.062
C 0.000 0.023 -0.314
C -0.003 0.028 0.049
C 0.058 -0.118 0.077
C 0.033 0.067 -0.038
C -0.041 -0.265 -0.506
H 0.064 0.000 -0.052
H 0.160 -0.026 0.102
H -0.045 -0.021 0.014
H -0.052 -0.016 0.038
H 0.037 -0.001 0.009
H -0.026 -0.017 -0.036
H -0.004 -0.038 0.015
H -0.001 -0.014 0.007
H -0.097 0.063 0.002
H 0.019 -0.011 0.014
H -0.004 -0.008 0.017
H -0.081 0.062 0.016
H -0.024 0.063 -0.069
H 0.018 -0.007 0.011
H -0.005 0.004 0.028
H 0.003 -0.005 0.011
H -0.028 0.065 0.008
H -0.036 0.031 -0.016
H -0.049 0.002 -0.060
H -0.017 0.021 0.040
H 0.030 0.014 -0.035
H -0.005 -0.008 0.013
H -0.016 0.020 0.001
H 0.007 -0.061 0.137
H -0.037 0.063 0.027
H 0.025 -0.003 -0.018
H 0.046 0.014 -0.007
H -0.003 0.035 -0.044
H 0.010 -0.032 -0.024
H 0.024 0.004 0.019
H -0.008 0.026 0.044
H 0.004 -0.015 0.017
H -0.066 -0.054 -0.012
H 0.001 -0.009 -0.010

The HOMO-LUMO gap is 4.01 eV. The net charge is -2. The value obtained for the total energy is -420957.5786 eV.

Short version: maximum force = 0.017 0.024 Eh/bohr, in the order given.
Short version: LUMO level = 0.13337 0.11741 hartree, in the order given.